A molecular structure, C35H36LaN13O8 at a distorted geometry, computed with the ωB97M-V functional and the def2-TZVPD basis.

XYZ file:
```
93
Properties=species:S:1:pos:R:3:forces:R:3
La 0.2667 -1.2318 1.6048 0.7 -1.6 0.2
O -3.9633 1.8698 5.5876 0.1 0.1 0.1
C -3.1216 1.2323 4.7488 0.1 -0.2 -0.2
C -3.5032 0.0998 4.0306 -0.1 0.1 0.0
C -2.5734 -0.4971 3.2053 0.0 -0.2 0.0
N -1.3307 -0.0289 3.0849 -0.6 0.3 0.5
C -0.9578 1.0514 3.7794 0.2 -0.1 0.0
C -1.8214 1.7160 4.6224 -0.1 0.2 0.0
C 0.5383 1.3991 3.6661 -0.1 0.2 0.2
O 0.9237 2.4875 4.0631 -0.1 -0.1 -0.1
O 1.2405 0.4403 3.1889 0.0 0.0 0.0
C -2.8659 -1.8085 2.4560 -0.3 -0.1 0.1
O -4.0316 -2.1570 2.3365 0.1 0.1 0.0
O -1.8153 -2.4208 2.0590 -0.2 -0.1 0.2
H -4.8154 1.4229 5.5948 -0.1 0.0 0.0
H -4.4948 -0.3304 4.1060 0.0 0.0 0.0
H -1.4889 2.5814 5.1784 0.0 0.0 0.0
N 0.5376 -3.8999 1.4781 -0.1 -0.6 0.1
C 1.5400 -4.5793 2.3005 0.2 0.2 0.0
C 2.8455 -3.7722 2.2933 -0.4 -0.1 0.0
N 2.6086 -2.3600 2.5908 0.5 0.2 -0.1
C 2.8888 -1.9822 3.9789 -0.2 -0.1 0.1
C 1.7937 -2.5204 4.8961 0.1 0.1 -0.2
N 0.4882 -2.1661 4.3306 -0.1 0.0 0.2
H -0.4051 -4.1821 1.7299 0.0 0.0 0.0
H 0.6796 -4.1197 0.5004 -0.1 0.0 -0.1
H 1.7558 -5.5952 1.9536 0.0 0.0 0.1
H 1.1534 -4.6469 3.3153 0.0 0.0 0.0
H 3.2888 -3.8608 1.3020 0.1 0.0 0.0
H 3.5469 -4.2167 3.0089 0.1 0.0 0.0
H 3.1630 -1.7673 1.9821 0.1 -0.1 0.0
H 2.8912 -0.8948 4.0260 0.0 0.0 0.0
H 3.8648 -2.3547 4.3158 0.0 0.0 0.0
H 1.9432 -2.1239 5.9045 0.0 0.0 0.0
H 1.8722 -3.6068 4.9625 -0.1 0.0 0.0
H 0.2893 -1.1998 4.5622 -0.1 0.0 0.0
H -0.2534 -2.7313 4.7265 0.0 0.0 0.0
C 1.5502 -2.4080 -4.6623 0.2 0.3 0.0
N 1.6744 -2.6612 -3.2346 -0.3 -0.1 0.1
C 0.8155 -2.3778 -2.2457 0.1 0.1 -0.1
N 1.3686 -2.6315 -1.0765 -0.2 -0.1 -0.1
C 2.6009 -3.0889 -1.4236 0.0 0.1 -0.1
N 2.8222 -3.1256 -2.7168 0.2 0.1 0.0
C 2.0457 -1.0174 -4.9968 0.0 -0.1 0.0
C 3.3108 -0.8137 -5.5306 -0.1 -0.1 0.0
C 3.7705 0.4755 -5.7690 0.0 0.0 0.0
C 2.9817 1.5687 -5.4599 -0.1 0.0 0.0
C 1.7184 1.3681 -4.9071 0.0 -0.3 0.0
C 1.2525 0.0763 -4.6867 0.0 0.1 0.0
C 0.8890 2.5011 -4.5307 -0.1 0.7 0.1
N 1.1022 3.7664 -4.6961 0.3 -0.4 -0.2
N 0.0369 4.4265 -4.1388 -0.5 0.1 0.3
C -0.7628 3.5238 -3.6656 0.6 0.3 -0.3
O -0.2772 2.2782 -3.8828 -0.1 -0.3 0.1
C -2.0133 3.6793 -2.9418 -0.2 -0.2 0.2
C -2.5568 4.9412 -2.7223 0.1 -0.1 -0.1
C -3.7250 5.0516 -1.9892 0.0 0.1 0.0
C -4.3342 3.9234 -1.4588 0.0 0.0 0.0
C -3.7932 2.6618 -1.6715 0.1 0.0 0.0
C -4.4365 1.4316 -1.0641 -0.1 0.2 -0.1
N -3.4846 0.3597 -0.8678 0.1 0.0 0.2
C -2.4046 0.3783 -0.0806 -0.1 0.0 -0.1
N -1.7437 -0.7578 -0.2141 -0.1 -0.1 -0.2
C -2.4976 -1.4493 -1.1123 0.1 0.0 0.1
N -3.5453 -0.7968 -1.5549 -0.1 -0.1 0.0
C -2.6398 2.5461 -2.4291 0.1 0.1 0.0
H 0.5037 -2.5270 -4.9387 0.0 0.0 0.0
H 2.1439 -3.1615 -5.1736 0.0 -0.1 0.0
H -0.1719 -1.9778 -2.4132 0.0 0.0 0.0
H 3.3643 -3.3852 -0.7256 0.0 0.0 0.1
H 3.9420 -1.6671 -5.7470 0.0 0.0 0.0
H 4.7560 0.6230 -6.1905 0.0 0.0 0.0
H 3.3225 2.5813 -5.6296 0.0 0.0 0.0
H 0.2671 -0.0656 -4.2583 0.0 0.0 0.0
H -2.0477 5.8108 -3.1152 0.0 0.0 0.0
H -4.1539 6.0285 -1.8102 0.0 0.0 0.0
H -5.2307 4.0306 -0.8588 0.0 0.0 0.0
H -5.2199 1.0412 -1.7118 0.0 -0.1 0.0
H -4.8823 1.6887 -0.1031 0.0 0.0 0.0
H -2.1159 1.2340 0.5189 0.0 0.0 0.0
H -2.2753 -2.4566 -1.4258 0.0 0.0 0.0
H -2.1995 1.5740 -2.6074 0.0 0.0 0.0
O 2.3640 -0.3340 0.3231 0.2 0.1 0.1
C 1.8373 0.7937 0.3210 0.2 0.5 -0.3
C 2.5586 2.1070 0.0942 0.1 0.0 0.1
C 1.5228 3.1298 0.5442 0.0 0.0 -0.1
C 0.2467 2.3079 0.6608 0.0 0.2 0.0
O -0.8567 2.7763 0.8823 0.1 -0.1 -0.1
N 0.5225 0.9633 0.5321 0.0 1.0 -0.5
H 2.7935 2.1919 -0.9692 0.0 0.0 0.0
H 3.4925 2.1263 0.6530 0.0 0.0 0.0
H 1.3772 3.9697 -0.1327 0.0 0.0 0.0
H 1.7362 3.5210 1.5408 0.0 0.0 0.0
```
Positions in Å, forces in eV/Å.

The calculation puts the LUMO energy at -0.125 eV. The calculation puts the highest occupied orbital energy at -8.82 eV. The total energy is -73498.698 eV. The value obtained for the HOMO-LUMO gap is 8.695 eV. As for the energy above the lowest of the compared OMol25 structures with the same formula, charge and spin: 40.99 kJ/mol.